[1]
Molecular formula: C46H24I4N4O4Os
Method: DFT, ωB97M-V/def2-TZVPD

Each line ends with the Mulliken charge.
CARTESIAN COORDINATES (ANGSTROEM)
1 Os 1.0229 0.4412 -0.1994  1.05
2 I 5.7956 -5.8324 -5.8386  0.09
3 C 4.5276 -4.6736 -4.6244  -0.02
4 C 3.2513 -5.1279 -4.3414  -0.71
5 C 2.4214 -4.3688 -3.5270  0.00
6 C 2.8756 -3.1740 -2.9871  -0.62
7 C 4.1635 -2.7317 -3.2845  0.02
8 C 4.9938 -3.4745 -4.1067  -0.74
9 C 2.0308 -2.3035 -2.1250  1.27
10 C 1.1400 -1.4718 -2.7266  -1.10
11 C 1.0504 -1.0173 -4.1060  -0.68
12 C 0.4668 0.1707 -4.3915  -1.58
13 C -0.5898 0.7724 -3.4863  0.51
14 C -0.8153 2.2324 -3.3451  0.10
15 C -1.1072 2.9747 -4.5550  0.94
16 C -1.7114 2.2992 -5.6315  -0.27
17 C -1.8905 2.9092 -6.8569  -0.73
18 C -1.4588 4.2155 -7.0369  -0.14
19 I -1.6154 5.1110 -8.9313  0.09
20 C -0.9051 4.9271 -5.9831  -0.80
21 C -0.7293 4.3131 -4.7579  -0.55
22 C -0.6291 2.8296 -2.0762  0.88
23 N 0.0208 2.3867 -0.9223  -0.09
24 C -0.1877 3.3376 0.0351  0.83
25 C 0.2316 3.3311 1.3769  0.57
26 C -0.0129 4.5942 2.1378  -0.98
27 C 0.7697 5.7147 1.8716  0.16
28 C 0.6261 6.8764 2.6148  -0.81
29 C -0.3271 6.9232 3.6188  -0.04
30 I -0.5227 8.6691 4.7791  0.09
31 C -1.1338 5.8289 3.8839  -0.71
32 C -0.9662 4.6647 3.1483  0.03
33 C 0.8787 2.3224 2.1052  1.08
34 C 1.2865 2.4195 3.4729  -1.13
35 C 1.9022 1.2513 3.8120  -1.41
36 C 1.9116 0.4178 2.6554  0.57
37 N 1.2775 1.0893 1.6234  -0.08
38 C 2.5028 -0.8380 2.5644  0.57
39 C 2.5712 -1.6182 1.3981  0.55
40 C 3.2992 -2.8271 1.2439  -1.22
41 C 3.1759 -3.2053 -0.0690  -1.26
42 C 2.3517 -2.2566 -0.7210  0.43
43 N 1.9940 -1.2874 0.1983  -0.50
44 C 3.1630 -1.3696 3.7893  -0.61
45 C 4.4869 -1.0500 4.0726  0.12
46 C 5.0951 -1.5151 5.2286  -0.64
47 C 4.3682 -2.2977 6.1108  -0.07
48 I 5.2706 -2.9701 7.8890  0.09
49 C 3.0563 -2.6451 5.8348  -0.66
50 C 2.4574 -2.1768 4.6748  0.11
51 C -0.9958 4.4077 -0.5021  -1.37
52 C -1.2570 4.1006 -1.7872  -1.66
53 N 0.5776 -0.4478 -1.9013  1.12
54 H 2.9027 -6.0667 -4.7489  0.40
55 H 1.4211 -4.7150 -3.2998  0.52
56 H 4.5070 -1.7913 -2.8711  0.52
57 H 5.9896 -3.1239 -4.3396  0.39
58 H 1.6068 -1.5574 -4.8602  0.53
59 H 0.5918 0.6322 -5.3628  0.59
60 H -2.0714 1.2882 -5.4846  0.50
61 H -2.3525 2.3724 -7.6739  0.39
62 H -0.5943 5.9532 -6.1243  0.39
63 H -0.2469 4.8592 -3.9599  0.60
64 H 1.5200 5.6645 1.0920  0.49
65 H 1.2583 7.7304 2.4147  0.38
66 H -1.8810 5.8756 4.6642  0.39
67 H -1.5844 3.8010 3.3600  0.50
68 H 1.1433 3.2768 4.1073  0.46
69 H 2.3206 0.9860 4.7687  0.48
70 H 3.8372 -3.3271 2.0321  0.53
71 H 3.6089 -4.0730 -0.5389  0.53
72 H 5.0466 -0.4323 3.3810  0.51
73 H 6.1240 -1.2582 5.4397  0.40
74 H 2.4955 -3.2669 6.5189  0.41
75 H 1.4300 -2.4407 4.4567  0.53
76 H -1.3399 5.2625 0.0546  0.48
77 H -1.9189 4.6222 -2.4567  0.78
78 O -2.7016 0.9379 -1.1876  -0.62
79 C -1.6425 0.4024 -0.9824  0.39
80 O -1.1275 -0.0083 0.1286  -0.66
81 C -0.7532 0.0461 -2.2140  0.63
82 O -1.5246 -0.3144 -3.3037  -0.70
83 O 1.5067 0.5909 -2.0277  -0.88

The HOMO energy (spin up / spin down) comes out at -7.023 / -7.039 eV. Its HOMO-LUMO gap (spin up / spin down) is 0.1799 / 0.1849 Ha.

[2]
Molecular formula: C46H33Cl2IN7O4Ta
Method: DFT, ωB97M-V/def2-TZVPD

Each line ends with the Mulliken charge.
CARTESIAN COORDINATES (ANGSTROEM)
1 Ta 0.1756 0.1906 -1.0803  1.80
2 C 5.6930 2.7297 -0.6318  -1.16
3 C 5.1243 1.7904 -1.3811  -0.99
4 C 3.6653 1.4561 -1.2839  2.28
5 C 2.8392 2.3573 -0.4139  0.68
6 C 3.5459 3.3197 0.4066  -1.55
7 C 4.8783 3.4745 0.3089  -0.78
8 N 1.5519 2.1723 -0.3878  0.75
9 C 0.7430 3.1638 0.2410  0.10
10 C 0.9168 4.5368 0.1250  -0.06
11 C 0.0117 5.3924 0.7312  -0.88
12 C -1.0766 4.9025 1.4504  -0.87
13 C -1.2817 3.5397 1.5414  -0.58
14 C -0.3729 2.6999 0.9150  -0.14
15 N -0.5348 1.2977 0.8419  1.37
16 N -1.0790 0.7674 1.8211  -1.19
17 C -1.1568 -0.6257 1.7444  0.10
18 C -1.7215 -1.2943 2.8056  -0.52
19 C -1.7862 -2.6812 2.7387  -0.59
20 C -1.3211 -3.2982 1.5978  -1.52
21 C -0.7827 -2.5332 0.5640  -0.16
22 N -0.6526 -1.2118 0.6485  0.49
23 H 6.7548 2.9242 -0.6841  0.48
24 H 5.7096 1.1765 -2.0541  0.72
25 H 3.6555 0.4739 -0.7962  -0.94
26 H 2.9962 3.8822 1.1438  0.63
27 H 5.3702 4.1729 0.9746  0.48
28 H 1.7240 4.9384 -0.4711  0.61
29 H 0.1430 6.4603 0.6223  0.48
30 H -1.7779 5.5867 1.9065  0.47
31 H -2.1436 3.1253 2.0452  0.56
32 H -2.0933 -0.7268 3.6465  0.60
33 H -2.2094 -3.2548 3.5515  0.50
34 H -1.3829 -4.3678 1.4675  0.66
35 H -0.4758 -3.0093 -0.3532  0.55
36 O 1.8335 -3.5380 -1.4243  -0.49
37 C 1.6904 -2.3836 -1.1466  -0.43
38 O 0.6840 -1.6353 -1.5696  0.92
39 C 2.5904 -1.6670 -0.1844  0.79
40 C 3.8483 -2.2203 0.0767  -0.99
41 C 4.6392 -1.6033 0.9988  -1.36
42 C 4.1221 -0.5135 1.7291  1.11
43 C 4.8775 0.0776 2.7717  -0.83
44 C 4.3452 1.0677 3.5408  -0.89
45 C 3.0281 1.5016 3.2905  -0.73
46 C 2.2884 0.9732 2.2696  -0.31
47 C 2.8123 -0.0449 1.4445  -0.16
48 N 2.0874 -0.5852 0.3926  1.23
49 H 4.1434 -3.1069 -0.4656  0.67
50 H 5.6413 -1.9571 1.2074  0.53
51 H 5.8760 -0.2965 2.9584  0.48
52 H 4.9161 1.5054 4.3478  0.45
53 H 2.5887 2.2644 3.9200  0.53
54 H 1.2915 1.3347 2.1193  0.32
55 I -0.6975 2.5244 -2.4468  0.02
56 C 3.0452 1.2083 -2.6440  -0.24
57 C 3.6332 1.7110 -3.7847  -0.80
58 C 3.2375 1.2334 -5.0275  -0.90
59 C 2.3316 0.1939 -5.0675  -1.03
60 C 1.7365 -0.2131 -3.8880  0.02
61 N 2.0116 0.3415 -2.6955  0.75
62 H 4.4251 2.4420 -3.6993  0.62
63 H 3.6782 1.6277 -5.9332  0.48
64 H 2.0598 -0.2943 -5.9920  0.53
65 H 1.0121 -1.0068 -3.8993  -0.02
66 Cl -2.9341 -4.5285 -0.7324  -0.04
67 C -1.6663 -5.0082 -1.8234  1.26
68 C -0.9681 -6.1697 -1.5390  -0.85
69 C 0.0836 -6.5588 -2.3482  -0.75
70 C 0.4332 -5.7812 -3.4395  -0.62
71 C -0.2910 -4.6396 -3.7201  0.70
72 Cl 0.1706 -3.6794 -5.1022  -0.20
73 C -1.3699 -4.2173 -2.9364  -1.32
74 N -2.0278 -3.0146 -3.2160  0.30
75 C -3.4417 -2.9288 -3.3442  0.39
76 C -4.2579 -4.0430 -3.4611  -0.52
77 C -5.6328 -3.8913 -3.5047  -0.76
78 C -6.2009 -2.6267 -3.4320  -0.90
79 C -5.3829 -1.5129 -3.3366  -0.93
80 C -4.0003 -1.6486 -3.3015  0.69
81 C -3.1293 -0.4029 -3.3548  -1.47
82 C -1.8757 -0.3779 -2.5461  0.83
83 O -0.7240 -0.3282 -3.0490  -0.37
84 O -1.8667 -0.2176 -1.2651  -0.78
85 H -1.2519 -6.7560 -0.6761  0.52
86 H 0.6320 -7.4632 -2.1277  0.45
87 H 1.2548 -6.0602 -4.0838  0.49
88 H -1.5642 -2.5362 -3.9793  0.47
89 H -3.8164 -5.0317 -3.5058  0.47
90 H -6.2624 -4.7661 -3.5901  0.44
91 H -7.2747 -2.5074 -3.4611  0.42
92 H -5.8203 -0.5227 -3.3050  0.42
93 H -3.7100 0.4592 -3.0195  0.57
94 H -2.8114 -0.1965 -4.3812  0.41

For the energy above the lowest of the compared OMol25 structures with the same formula, charge and spin, the calculation gives 30.2 kcal per mole. The HOMO energy comes out at -12.138 eV. Its HOMO-LUMO gap is 0.1876 Ha. Its total charge is +2.